Computed, not measured: a 5-piece molecular cluster, C19H43N3O6PS overall, with ωB97M-V/def2-TZVPD.

Structure (XYZ):
```
73
Properties=species:S:1:pos:R:3:forces:R:3
C 7.854 1.284 3.860 -0.060 0.004 0.082
C 7.717 1.811 2.434 0.090 0.006 -0.043
C 6.981 0.866 1.508 -0.036 -0.050 -0.013
O 5.576 0.975 1.783 0.052 -0.012 0.144
C 4.824 0.030 1.140 0.033 -0.224 0.416
N 3.414 0.370 1.374 -0.523 0.206 -0.757
O 3.116 1.480 0.536 0.216 -0.153 -0.090
C 2.232 2.420 1.220 0.191 0.104 0.121
C 0.814 2.370 0.677 0.036 -0.047 0.096
C 2.534 -0.656 0.989 0.406 -0.115 0.356
N 2.199 -0.768 -0.264 -0.420 0.338 0.059
N 2.018 -1.494 1.953 -0.054 -0.251 -0.426
P 2.734 -3.054 2.344 0.034 0.180 -0.170
S 3.343 -3.367 4.097 0.143 0.043 0.256
H 6.927 1.404 4.424 0.012 -0.068 -0.062
H 8.117 0.223 3.865 0.020 0.065 -0.005
H 8.636 1.816 4.403 -0.055 0.018 -0.038
H 7.186 2.767 2.430 0.087 -0.012 -0.047
H 8.703 1.995 2.000 -0.032 -0.050 0.037
H 7.301 -0.171 1.678 0.012 0.049 -0.003
H 7.163 1.108 0.454 -0.076 0.048 0.038
H 5.012 0.009 0.052 -0.051 0.045 0.044
H 4.976 -0.988 1.546 0.042 0.061 -0.019
H 2.288 2.203 2.286 0.007 -0.071 -0.069
H 2.702 3.390 1.057 -0.102 -0.020 -0.018
H 0.677 3.027 -0.182 -0.023 -0.106 0.025
H 0.113 2.685 1.452 0.027 0.087 -0.080
H 0.532 1.351 0.393 -0.001 0.027 0.058
H 2.489 -0.034 -0.906 -0.010 0.026 0.062
H 1.521 -1.450 -0.577 -0.010 0.026 0.053
H 1.004 -1.541 1.896 0.038 -0.089 0.003
H 1.704 -3.867 1.847 0.006 -0.028 0.017
H 3.669 -3.072 1.292 0.009 -0.064 0.022
C -2.078 5.873 -2.450 0.006 -0.009 0.092
C -1.106 4.756 -2.190 0.003 0.070 -0.023
O -0.505 4.661 -1.140 -0.010 -0.037 -0.073
C -0.929 3.750 -3.298 0.024 -0.016 0.086
H -2.123 6.534 -1.589 -0.007 0.006 -0.013
H -1.774 6.435 -3.335 -0.019 -0.018 -0.017
H -3.063 5.452 -2.661 0.003 0.025 -0.058
H -0.589 4.248 -4.208 -0.027 0.005 -0.005
H -1.896 3.296 -3.525 0.005 0.031 -0.075
H -0.206 2.993 -3.000 -0.006 -0.008 -0.020
C -4.336 1.495 -2.798 0.042 -0.023 -0.056
C -4.957 2.805 -3.211 -0.062 -0.024 -0.004
O -4.377 3.590 -3.930 0.063 -0.037 0.086
C -6.340 3.086 -2.685 -0.003 0.034 -0.025
H -3.348 1.394 -3.243 0.000 0.000 0.016
H -4.262 1.442 -1.710 -0.017 0.004 0.001
H -4.958 0.654 -3.111 -0.012 -0.008 0.045
H -6.334 3.078 -1.593 0.003 -0.007 -0.002
H -7.027 2.300 -3.004 0.007 -0.005 0.004
H -6.689 4.050 -3.046 -0.003 -0.006 0.005
C -6.304 -1.567 -5.418 0.016 0.030 0.015
C -6.068 -2.368 -4.162 -0.035 -0.036 0.001
O -5.560 -1.879 -3.177 0.022 0.069 -0.053
C -6.503 -3.811 -4.196 0.013 -0.002 0.034
H -5.955 -0.546 -5.289 -0.001 -0.005 -0.005
H -5.783 -2.029 -6.259 -0.006 -0.006 0.003
H -7.367 -1.565 -5.666 0.001 -0.006 0.002
H -5.988 -4.338 -5.001 -0.004 0.005 -0.002
H -7.572 -3.873 -4.408 0.003 0.005 -0.005
H -6.290 -4.288 -3.243 -0.002 -0.002 -0.008
C -1.541 -5.691 5.797 -0.036 -0.040 -0.011
C -0.949 -6.015 4.449 0.022 -0.010 -0.010
O -1.637 -6.266 3.487 0.007 0.065 -0.006
C 0.559 -5.994 4.349 -0.034 -0.009 -0.047
H -2.625 -5.730 5.746 0.006 0.003 0.007
H -1.181 -6.401 6.544 0.005 0.002 -0.004
H -1.219 -4.699 6.120 0.009 -0.004 -0.001
H 1.005 -6.693 5.058 -0.011 0.019 0.020
H 0.934 -5.000 4.601 0.018 -0.016 0.042
H 0.860 -6.262 3.338 0.012 -0.014 0.011
```
Forces are in eV/Å.

Properties
**LUMO energy**: -4.5 eV
**Orbital gap**: 0.2533 Eh
**Total charge**: +1
**Largest force on an atom**: 0.943 eV Å⁻¹



Computed, not measured: a 6-piece molecular cluster, C19H43N6O9PS overall, with ωB97M-V/def2-TZVPD.

Structure (XYZ):
```
79
Properties=species:S:1:pos:R:3:forces:R:3
C -0.798 0.858 -2.071 0.063 -0.406 -0.150
C 0.202 1.430 -2.735 0.416 0.582 -0.557
C 1.614 1.366 -2.238 0.341 -0.083 -0.975
P 2.942 1.140 -3.549 -0.383 -1.855 -0.846
N 2.632 0.052 -4.645 -0.245 0.506 0.428
C 2.033 2.663 -1.473 0.075 -0.881 -0.654
O 2.801 2.175 -0.376 0.366 -0.114 0.023
S 2.637 0.611 -0.067 -0.950 1.206 -0.760
O 2.084 0.589 1.215 -1.429 -0.511 1.434
O 3.759 -0.196 -0.283 1.831 -0.355 -0.680
O 1.627 0.309 -1.272 0.579 0.133 0.684
H -0.716 -0.178 -1.779 0.240 0.337 1.565
H -1.705 1.392 -1.864 -0.876 -0.536 -1.233
H -0.040 1.972 -3.644 0.276 1.356 0.605
H 4.098 0.780 -2.814 -0.046 0.703 0.158
H 3.195 2.427 -4.089 0.032 0.048 0.530
H 1.710 -0.331 -4.443 0.086 -0.208 -0.390
H 2.727 3.251 -2.065 -0.139 0.306 -0.119
H 1.141 3.240 -1.240 0.144 0.024 0.749
C -5.769 -1.624 0.858 -0.041 -0.281 -0.448
N -4.869 -1.166 -0.187 0.090 0.200 0.158
C -3.927 -0.197 -0.105 0.132 -0.016 -0.151
C -3.778 0.506 1.219 0.175 -0.003 -0.320
O -3.235 0.080 -1.081 -0.334 -0.094 0.262
H -5.596 -2.687 1.033 -0.130 0.084 0.170
H -6.801 -1.480 0.527 -0.048 0.026 0.167
H -5.609 -1.076 1.782 0.059 0.073 -0.056
H -4.924 -1.603 -1.094 -0.021 -0.043 0.043
H -2.991 1.251 1.141 0.029 -0.050 -0.088
H -4.703 1.004 1.490 0.011 -0.065 0.186
H -3.504 -0.209 1.996 -0.125 0.061 0.097
C 5.426 -0.824 2.521 0.037 0.452 0.428
N 6.487 -0.477 3.454 0.126 -0.290 -0.124
C 7.655 -1.132 3.682 0.064 0.153 0.158
C 7.917 -2.385 2.880 0.041 -0.004 0.017
O 8.452 -0.712 4.506 0.023 -0.068 -0.035
H 5.285 -0.004 1.819 -0.099 -0.134 -0.140
H 4.500 -0.969 3.079 -0.102 -0.090 -0.190
H 5.657 -1.728 1.970 0.054 0.012 0.009
H 6.374 0.350 4.020 -0.020 -0.006 -0.025
H 8.880 -2.793 3.171 0.007 0.084 0.070
H 7.147 -3.132 3.078 -0.023 -0.005 -0.133
H 7.941 -2.157 1.814 -0.097 -0.093 -0.018
C -8.146 0.018 5.213 0.024 -0.163 -0.451
N -7.240 0.481 4.178 0.116 0.155 0.190
C -6.290 1.450 4.263 0.032 0.003 -0.157
C -6.130 2.156 5.588 0.041 0.018 -0.025
O -5.599 1.727 3.294 -0.148 0.064 0.220
H -7.984 -1.047 5.384 -0.084 0.012 0.150
H -9.176 0.167 4.883 -0.054 -0.016 0.163
H -7.992 0.554 6.143 0.042 0.032 -0.025
H -7.295 0.052 3.267 -0.050 0.000 0.020
H -5.341 2.895 5.499 0.009 -0.031 -0.099
H -7.056 2.664 5.861 0.003 -0.064 0.111
H -5.857 1.444 6.368 -0.102 0.044 0.070
C 4.562 2.542 -8.076 -0.093 -0.244 0.378
N 4.489 3.077 -6.729 0.075 0.314 -0.144
C 4.621 4.361 -6.317 -0.033 -0.036 0.211
C 4.885 5.412 -7.367 0.004 0.039 0.057
O 4.525 4.637 -5.128 -0.039 0.031 -0.033
H 3.620 2.049 -8.318 0.044 -0.009 -0.147
H 5.365 1.806 -8.128 -0.007 0.006 -0.164
H 4.751 3.325 -8.802 0.005 0.053 0.051
H 4.316 2.442 -5.967 -0.026 -0.226 -0.108
H 4.965 6.381 -6.883 -0.016 -0.049 0.086
H 5.821 5.203 -7.887 -0.067 -0.001 -0.112
H 4.065 5.446 -8.085 0.086 -0.023 -0.094
C -1.388 -4.318 2.832 -0.277 0.362 0.148
N -2.787 -4.145 2.485 0.024 -0.229 -0.141
C -3.549 -4.908 1.661 -0.121 0.113 0.014
C -2.892 -6.098 1.005 -0.048 -0.004 -0.023
O -4.724 -4.627 1.468 0.053 -0.139 -0.007
H -1.297 -4.445 3.912 0.155 -0.067 -0.021
H -0.830 -3.428 2.536 0.145 -0.089 0.008
H -0.961 -5.183 2.337 -0.051 -0.011 -0.028
H -3.287 -3.368 2.889 0.041 0.000 0.009
H -3.623 -6.604 0.382 -0.067 0.072 0.031
H -2.061 -5.774 0.378 0.075 -0.079 0.066
H -2.533 -6.798 1.760 0.117 0.007 -0.054
```
Forces are in eV/Å.

Properties
**LUMO energy**: 0.4 eV
**Orbital gap**: 0.3369 Eh
**Largest force on an atom**: 2.088 eV Å⁻¹



Computed, not measured: C19H43O2OsP3 as an isolated structure, with ωB97M-V/def2-TZVPD.

Structure (XYZ):
```
68
Properties=species:S:1:pos:R:3:forces:R:3
Os 0.232 0.287 -2.225 -1.490 -1.407 0.689
P 1.402 0.986 -0.278 1.684 0.337 2.151
P -1.233 1.963 -1.842 -1.934 3.015 0.520
P 2.165 -0.403 -3.176 4.190 -1.511 -1.125
H -1.895 -1.804 1.523 0.503 -0.797 -0.245
C -1.277 -2.559 1.021 -0.037 1.137 -1.266
C -0.127 -3.032 1.514 -0.251 -0.538 0.418
H 0.185 -2.871 2.553 -0.068 -0.072 -0.458
C 0.439 1.048 1.293 -0.472 0.131 -0.428
C 2.210 2.643 -0.431 -0.182 -0.196 -0.324
C 2.719 -0.152 0.374 -0.128 -0.015 -0.664
C -2.937 1.748 -2.384 -0.698 -0.953 -0.098
C -1.473 3.023 -0.372 0.287 -0.112 0.257
C -0.475 2.941 -3.170 0.293 -0.119 0.580
C 2.907 -1.940 -2.472 -0.262 -0.161 0.478
C 3.638 0.691 -3.160 -0.496 0.258 0.150
C 2.121 -0.900 -4.903 -0.690 0.160 -0.745
H -1.542 -2.722 -0.044 -0.005 -0.283 0.852
H 0.459 -3.731 0.912 0.029 0.278 0.252
H -0.300 0.247 1.260 0.003 -0.075 0.127
H -0.083 1.990 1.435 0.150 -0.046 -0.016
H 1.094 0.895 2.154 0.081 0.008 -0.298
H 1.462 3.440 -0.474 0.132 -0.144 -0.022
H 2.806 2.681 -1.346 -0.018 0.035 0.104
H 2.877 2.853 0.421 -0.287 -0.358 -0.133
H 2.310 -1.166 0.460 0.046 0.149 -0.069
H 3.040 0.156 1.376 -0.161 0.235 -0.288
H 3.599 -0.178 -0.270 -0.095 -0.026 0.108
H -3.108 2.217 -3.360 0.133 -0.108 0.223
H -3.639 2.182 -1.661 0.242 -0.109 -0.132
H -3.136 0.675 -2.463 -0.317 0.175 -0.069
H -2.259 3.773 -0.561 0.337 -0.263 -0.185
H -0.546 3.542 -0.090 -0.423 -0.136 0.011
H -1.805 2.382 0.461 0.098 0.356 -0.337
H -1.258 3.309 -3.832 0.176 -0.057 -0.166
H 0.172 2.236 -3.715 0.218 0.535 -0.537
H 0.095 3.767 -2.748 0.207 -0.010 -0.216
H 3.299 -2.539 -3.308 -0.220 0.214 0.339
H 2.172 -2.535 -1.922 0.235 -0.057 -0.020
H 3.751 -1.684 -1.821 -0.308 -0.117 -0.049
H 4.360 0.317 -3.902 -0.272 0.038 0.215
H 4.096 0.665 -2.168 0.019 0.179 -0.204
H 3.347 1.711 -3.426 0.256 -0.028 -0.032
H 2.929 -1.637 -5.041 -0.238 0.508 -0.102
H 2.288 -0.015 -5.527 -0.087 -0.259 -0.117
H 1.169 -1.370 -5.177 0.274 0.127 -0.025
C -1.679 -0.934 -4.528 0.618 -0.081 0.051
C -2.906 -0.545 -5.161 0.099 0.221 -0.815
C -3.228 -1.198 -6.334 -0.736 0.870 0.730
C -2.567 -2.374 -6.713 0.391 0.060 -0.341
C -1.709 -2.986 -5.784 0.961 -0.088 1.919
C -1.309 -2.323 -4.618 -0.315 -0.495 -1.233
O -0.844 -0.032 -4.067 -0.728 -0.560 1.473
H 0.372 -0.657 -0.906 -0.224 0.083 -0.816
H -3.460 0.305 -4.756 0.285 -0.067 -0.619
H -4.018 -0.805 -6.960 -0.111 -0.027 0.014
H -2.698 -2.812 -7.703 -0.201 0.040 0.308
H -1.334 -3.983 -5.974 -0.024 -0.061 -0.017
H -0.698 -2.769 -3.824 0.070 0.078 -0.636
C -2.106 -1.080 3.833 0.002 -0.296 -0.076
C -3.222 -0.534 2.979 2.190 1.723 1.671
O -2.813 0.676 2.342 -0.533 -1.655 0.430
H -1.169 -1.228 3.292 -0.008 0.177 0.085
H -2.402 -2.050 4.236 -0.110 -0.007 -0.059
H -1.911 -0.418 4.679 -0.058 0.204 -0.004
H -3.492 -1.261 2.211 -0.722 -0.505 -0.782
H -4.102 -0.343 3.602 -0.834 0.030 -0.322
H -3.610 1.137 2.038 -0.468 0.436 -0.066
```
Forces are in eV/Å.

Properties
**Relative energy (zero: lowest compared OMol25 entry of this formula, charge and spin)**: 399.3 kJ/mol
**⟨S²⟩**: 6.036
**LUMO energy (alpha / beta)**: -12.9 / -16.9 eV
**Orbital gap (alpha / beta)**: 0.2623 / 0.1291 Eh
**Total charge**: +4
**2S+1**: 5
**Largest force on an atom**: 4.594 eV Å⁻¹



Computed, not measured: C19H43O2P3Sn as an isolated structure, with ωB97M-V/def2-TZVPD.

Structure (XYZ):
```
68
Properties=species:S:1:pos:R:3:forces:R:3
Sn 0.467 -0.158 0.052 -3.337 1.466 2.481
P -1.548 0.177 2.309 -0.697 0.173 1.571
P 2.501 0.001 1.581 1.537 -0.706 1.037
P -1.248 -2.095 -0.324 -0.509 -1.521 -1.042
H -0.983 2.741 -1.515 -0.718 -0.120 -0.103
C -1.820 2.038 -1.660 0.669 -0.070 0.316
C -3.014 2.202 -1.057 0.410 0.299 -0.149
H -3.224 3.117 -0.480 0.199 -0.597 -0.154
C -1.827 1.665 3.362 0.484 0.470 -0.383
C -1.160 -1.016 3.662 0.606 -0.162 -0.501
C -3.333 -0.196 2.072 0.046 -0.249 -0.831
C 3.771 0.263 0.326 0.082 0.272 -0.495
C 2.847 1.116 2.972 -0.857 0.704 0.011
C 2.679 -1.701 2.204 -0.183 -0.205 -0.068
C -2.891 -1.715 -1.032 -0.055 0.766 0.272
C -1.505 -3.359 0.946 0.264 0.076 0.528
C -0.435 -3.016 -1.649 0.170 0.229 -0.241
H -1.571 1.255 -2.389 -0.509 0.045 0.257
H -3.855 1.520 -1.188 0.206 0.164 -0.148
H -2.162 2.505 2.740 0.181 -0.218 0.277
H -0.903 1.935 3.888 -0.263 0.068 -0.120
H -2.611 1.431 4.107 0.434 -0.099 -0.394
H -0.188 -0.748 4.106 -0.316 -0.187 -0.017
H -1.117 -2.042 3.274 0.035 0.246 0.323
H -1.935 -0.950 4.438 0.180 0.023 -0.243
H -3.733 0.479 1.306 -0.095 -0.192 0.130
H -3.862 -0.007 3.020 0.349 -0.099 -0.311
H -3.500 -1.239 1.777 -0.084 0.341 0.123
H 4.711 -0.217 0.621 -0.141 0.085 0.031
H 3.944 1.339 0.189 -0.003 -0.152 0.098
H 3.460 -0.135 -0.652 0.192 -0.061 0.347
H 3.893 1.003 3.300 -0.183 -0.232 -0.279
H 2.178 0.903 3.821 0.246 -0.037 -0.285
H 2.690 2.164 2.665 0.138 -0.390 0.062
H 3.726 -1.860 2.526 -0.435 0.078 -0.122
H 2.430 -2.422 1.406 0.229 0.138 0.302
H 2.002 -1.873 3.058 0.287 0.097 -0.283
H -3.137 -2.513 -1.746 0.202 0.105 0.150
H -2.895 -0.743 -1.547 0.005 -0.319 0.068
H -3.659 -1.692 -0.248 0.295 -0.006 -0.249
H -1.754 -4.301 0.432 0.019 0.303 0.036
H -2.320 -3.095 1.626 0.189 -0.067 -0.112
H -0.579 -3.511 1.515 -0.245 -0.116 -0.054
H -1.069 -3.868 -1.902 0.139 -0.075 0.029
H 0.560 -3.341 -1.338 -0.090 -0.205 -0.020
H -0.318 -2.368 -2.521 -0.259 -0.364 0.264
C 1.714 -1.019 -3.719 -0.490 0.591 1.229
C 3.101 -0.857 -3.885 1.033 -0.133 -0.538
C 3.666 -1.277 -5.084 0.477 0.905 2.022
C 2.899 -1.847 -6.100 -0.084 -0.703 -0.953
C 1.538 -2.070 -5.891 -1.928 0.086 0.943
C 0.942 -1.622 -4.714 -0.812 -1.024 -1.879
O 0.991 -0.653 -2.592 1.948 0.391 -1.064
H 1.528 -0.115 -1.948 0.054 -0.386 -1.603
H 3.736 -0.460 -3.087 -0.231 -0.041 -0.348
H 4.730 -1.209 -5.223 0.300 0.173 0.010
H 3.355 -2.179 -7.036 -0.006 0.201 0.250
H 0.939 -2.592 -6.642 0.167 0.300 0.193
H -0.141 -1.725 -4.551 0.572 0.017 -0.228
C -1.513 4.904 1.637 0.083 -0.052 0.134
C -0.317 4.336 0.905 0.072 0.592 -0.495
O 0.135 3.036 1.367 0.133 -0.179 0.306
H -2.391 4.263 1.542 -0.019 0.045 0.066
H -1.768 5.880 1.210 0.063 -0.142 0.000
H -1.291 5.082 2.694 -0.088 -0.092 -0.051
H -0.552 4.211 -0.152 0.059 -0.035 0.063
H 0.515 5.044 0.965 -0.002 -0.128 -0.032
H 0.480 3.199 2.256 -0.113 -0.079 -0.135
```
Forces are in eV/Å.

Properties
**Relative energy (zero: lowest compared OMol25 entry of this formula, charge and spin)**: 265.5 kJ/mol
**LUMO energy (alpha / beta)**: -15.5 / -15.1 eV
**Orbital gap (alpha / beta)**: 0.1819 / 0.1972 Eh
**Total charge**: +4
**Largest force on an atom**: 4.409 eV Å⁻¹



> Look up the largest force on an atom of the first one.

0.943 eV Å⁻¹